1.
{
  "formula": "C2H2NOS2",
  "method": "ωB97M-V with the def2-TZVPD basis set",
  "elements": ["C", "C", "N", "O", "S", "S", "H", "H"],
  "positions_angstrom": [[-2.23, 0.14, 0.16], [0.22, -0.16, 0.58], [-1.00, 0.28, 0.61], [-3.28, 0.16, 0.81], [0.90, -1.76, 0.32], [1.49, 1.20, 0.84], [-2.52, 0.41, -0.95], [2.19, 0.55, -0.07]],
  "mulliken_charge": [0.045, 0.213, -0.281, -0.593, -0.447, -0.277, 0.223, 0.118],
  "e_homo_ev": -4.050,
  "charge": -1,
  "gap_ha": 0.273,
  "molar_mass_g_mol": 120.2
}

---

2.
{
  "formula": "C2H2NOS2",
  "method": "ωB97M-V with the def2-TZVPD basis set",
  "elements": ["C", "C", "N", "O", "S", "S", "H", "H"],
  "positions_angstrom": [[-0.47, -1.28, 0.17], [1.35, 0.29, -0.29], [0.63, -0.64, -0.26], [-0.74, -2.41, -0.15], [2.50, 1.27, -0.59], [-1.71, 1.91, 0.22], [-1.17, -0.74, 1.01], [-0.39, 1.59, -0.12]],
  "mulliken_charge": [0.216, 0.477, -0.074, -0.503, -0.362, -0.714, 0.190, -0.228],
  "e_homo_ev": -3.014,
  "charge": -1,
  "gap_ha": 0.221,
  "molar_mass_g_mol": 120.2
}

---

The structure with the most favorable energy is 1; the runner-up is 15.3 kcal/mol above it.

---

1.
{
  "formula": "C8H12NP",
  "method": "ωB97M-V with the def2-TZVPD basis set",
  "elements": ["C", "C", "C", "C", "C", "C", "C", "C", "N", "P", "H", "H", "H", "H", "H", "H", "H", "H", "H", "H", "H", "H"],
  "positions_angstrom": [[1.73, -1.81, -1.91], [0.56, -2.30, -1.26], [2.20, -0.55, -1.72], [-0.23, -1.35, -0.59], [1.48, 0.33, -0.88], [0.19, -0.01, -0.53], [-0.98, 0.04, 2.38], [-1.63, 0.69, 1.10], [-0.59, 1.06, -0.02], [-0.46, 2.69, -0.43], [2.40, -2.35, -2.57], [0.25, -3.30, -1.36], [3.08, -0.33, -2.30], [-1.09, -1.75, -0.09], [1.84, 1.35, -0.69], [-0.04, 0.47, 2.49], [-1.50, 0.38, 3.30], [-0.86, -1.03, 2.24], [-2.40, 0.05, 0.78], [-1.96, 1.72, 1.29], [-1.86, 2.91, -0.12], [-0.14, 3.08, 0.89]],
  "mulliken_charge": [-0.247, -0.936, -0.588, -0.113, -0.580, 0.797, -1.075, -0.603, -0.100, -0.226, 0.295, 0.411, 0.357, 0.355, 0.310, 0.333, 0.359, 0.318, 0.290, 0.488, 0.095, 0.060],
  "e_homo_ev": -7.995,
  "gap_ha": 0.329,
  "molar_mass_g_mol": 153.2
}

---

2.
{
  "formula": "C8H12NP",
  "method": "ωB97M-V with the def2-TZVPD basis set",
  "elements": ["C", "C", "C", "C", "C", "C", "C", "C", "N", "P", "H", "H", "H", "H", "H", "H", "H", "H", "H", "H", "H", "H"],
  "positions_angstrom": [[0.94, -2.37, -1.98], [-0.26, -0.66, 0.87], [-1.65, -0.25, 0.60], [-1.53, 1.17, -0.10], [1.14, -2.35, 1.61], [0.60, 0.12, 0.17], [-0.06, 1.22, -0.55], [0.59, 2.59, -0.24], [0.11, -1.66, 1.74], [-0.21, -1.69, -2.83], [1.65, -2.44, -1.18], [-2.00, -0.86, -0.22], [-2.29, -0.24, 1.43], [-2.18, 1.25, -0.90], [-1.86, 1.98, 0.54], [2.07, -2.13, 0.96], [1.25, -3.32, 2.16], [1.59, 0.18, 0.26], [-0.13, 1.04, -1.70], [0.25, 3.35, -1.03], [1.67, 2.27, -0.37], [0.29, 2.79, 0.77]],
  "mulliken_charge": [-0.071, 0.614, -0.506, -1.176, -0.280, -0.795, 0.566, -1.244, -0.486, -0.159, 0.306, 0.152, 0.378, 0.382, 0.342, 0.176, 0.243, 0.518, 0.039, 0.317, 0.290, 0.393],
  "e_homo_ev": -8.571,
  "gap_ha": 0.318,
  "molar_mass_g_mol": 153.2
}

---

The structure with the most favorable energy is 1; the runner-up is 69.1 kcal/mol above it.

---

1.
{
  "formula": "C2H4N2S3",
  "method": "ωB97M-V with the def2-TZVPD basis set",
  "elements": ["C", "C", "H", "H", "H", "H", "N", "N", "S", "S", "S"],
  "positions_angstrom": [[0.76, -0.46, -0.17], [-2.41, 0.47, -0.39], [3.88, 0.90, 0.73], [0.66, -0.42, -1.29], [-0.30, -1.08, 1.47], [-3.32, 0.36, -1.02], [1.73, -0.05, 0.53], [-0.32, -1.04, 0.47], [3.10, 0.55, -0.31], [-1.87, -1.15, -0.17], [-1.92, 1.91, 0.14]],
  "mulliken_charge": [0.127, -0.137, 0.151, 0.351, 0.296, 0.261, -0.449, -0.262, -0.149, 0.016, -0.204],
  "e_homo_ev": -8.451,
  "gap_ha": 0.294,
  "molar_mass_g_mol": 152.3
}

---

2.
{
  "formula": "C2H4N2S3",
  "method": "ωB97M-V with the def2-TZVPD basis set",
  "elements": ["C", "C", "N", "N", "S", "S", "S", "H", "H", "H", "H"],
  "positions_angstrom": [[-0.70, 1.12, 0.05], [-0.51, -0.16, 0.41], [0.57, 1.74, -0.10], [0.79, -0.57, 0.69], [1.82, 0.62, 0.56], [-1.87, -1.30, 0.61], [1.09, -2.34, -0.68], [-1.54, 1.57, -0.44], [0.72, 2.43, -0.83], [-2.43, -0.75, -0.46], [2.07, -2.37, 0.19]],
  "mulliken_charge": [-0.149, 0.116, -0.296, -0.327, 0.140, -0.139, -0.200, 0.366, 0.255, 0.118, 0.115],
  "e_homo_ev": [-7.409, -7.784],
  "gap_ha": [0.254, 0.264],
  "molar_mass_g_mol": 152.3
}

---

The structure with the most favorable energy is 1; the runner-up is 43.4 kcal/mol above it.

---

1.
{
  "formula": "H12N4",
  "method": "ωB97M-V with the def2-TZVPD basis set",
  "elements": ["N", "H", "H", "H", "N", "H", "H", "H", "N", "H", "H", "H", "N", "H", "H", "H"],
  "positions_angstrom": [[5.78, 2.63, 1.61], [5.42, 1.95, 0.96], [5.64, 3.58, 1.31], [5.47, 2.48, 2.55], [1.19, -0.29, -0.36], [1.91, 0.35, -0.67], [0.46, 0.20, 0.14], [0.82, -0.91, -1.06], [-6.70, 1.32, -2.35], [-6.04, 0.87, -2.98], [-7.27, 0.54, -2.02], [-6.17, 1.56, -1.51], [-0.20, -3.67, 1.30], [-1.00, -3.13, 1.02], [0.06, -4.40, 0.65], [0.61, -3.07, 1.41]],
  "mulliken_charge": [-0.623, 0.209, 0.206, 0.209, -0.612, 0.202, 0.203, 0.210, -0.662, 0.221, 0.222, 0.220, -0.666, 0.209, 0.208, 0.246],
  "e_homo_ev": -9.819,
  "gap_ha": 0.388,
  "molar_mass_g_mol": 68.1
}

---

2.
{
  "formula": "H12N4",
  "method": "ωB97M-V with the def2-TZVPD basis set",
  "elements": ["N", "H", "H", "H", "N", "H", "H", "H", "N", "H", "H", "H", "N", "H", "H", "H"],
  "positions_angstrom": [[-1.24, 4.22, 1.81], [-1.23, 3.44, 2.32], [-0.47, 4.76, 2.28], [-1.13, 4.04, 0.73], [-2.48, 1.01, 0.60], [-1.86, 0.69, 1.31], [-3.18, 0.33, 0.46], [-3.08, 1.77, 0.87], [0.02, -2.93, 0.18], [0.18, -3.05, 1.10], [-0.27, -1.96, 0.19], [0.76, -3.12, -0.43], [3.62, -2.55, -2.87], [3.10, -2.51, -2.07], [2.96, -2.36, -3.79], [4.29, -1.77, -2.70]],
  "mulliken_charge": [-0.637, 0.182, 0.210, 0.245, -0.645, 0.210, 0.218, 0.218, -0.643, 0.199, 0.218, 0.228, -0.650, 0.171, 0.242, 0.235],
  "e_homo_ev": -9.979,
  "gap_ha": 0.392,
  "molar_mass_g_mol": 68.1
}

---

The structure with the most favorable energy is 1; the runner-up is 27.0 kcal/mol above it.